C32H94N14O12 | ωB97M-V/def2-TZVPD

Results
- LUMO energy: 0.38 eV
- Energy relative to the best compared isomer or geometry (same formula, charge and spin): 0.0 kcal/mol
- Total charge: 0

Each line ends with the Mulliken charge.
CARTESIAN COORDINATES (ANGSTROEM)
C 10.25177 5.69771 20.69207  -0.169
O 9.35575 4.72090 21.19542  -0.525
C 7.97536 5.13056 21.11715  0.901
C 7.12800 4.15549 21.95278  -0.086
C 7.03053 2.86906 21.14351  -1.097
N 5.76201 4.62225 22.08943  -0.615
H 10.23972 6.56379 21.36569  0.205
H 9.99929 6.08506 19.70234  -0.227
H 11.28163 5.34367 20.70551  0.377
H 7.83288 6.08717 21.62936  0.025
H 7.74352 5.11664 20.05064  -0.363
H 7.63477 4.01861 22.90732  0.483
H 6.42126 3.01811 20.24941  -0.057
H 6.48060 2.12872 21.72904  0.416
H 7.93379 2.39308 20.75776  0.322
H 5.76746 5.37025 22.78050  0.446
H 5.54402 5.22277 21.29658  -0.054
C -0.45932 4.68604 16.77885  -0.794
O 0.60790 4.68548 17.67506  -0.351
C 1.46335 5.81578 17.56528  -1.014
C 2.86002 5.59212 18.21907  0.455
C 3.88717 6.72584 17.91962  -1.091
N 3.53461 4.44400 17.59632  -0.657
H -1.12285 3.83529 16.92895  0.278
H -0.14631 4.57128 15.73392  0.327
H -1.06170 5.59970 16.78502  0.312
H 1.46171 6.18145 16.53269  0.419
H 0.91733 6.63500 18.05187  0.458
H 2.78565 5.39443 19.28836  0.454
H 3.90559 6.87788 16.83888  0.547
H 4.87916 6.50369 18.30386  -0.330
H 3.52274 7.69306 18.27624  0.324
H 2.86840 3.67452 17.62877  0.255
H 3.60762 4.59781 16.59416  0.268
C 12.95752 13.31346 20.51826  -0.816
O 12.31958 12.39116 19.63082  -0.317
C 11.20345 12.89579 18.90522  -0.680
C 10.26781 11.71599 18.64272  1.733
C 10.85184 10.62088 17.63893  -1.135
N 8.96437 12.14874 18.09934  -0.670
H 12.38043 13.38587 21.44275  0.271
H 13.11652 14.27230 20.02381  0.317
H 13.89849 12.82482 20.76754  0.266
H 10.71910 13.75693 19.36874  0.403
H 11.65109 13.22644 17.96230  0.363
H 10.08671 11.23739 19.61018  -0.591
H 11.73195 10.97878 17.10561  0.542
H 10.10801 10.26000 16.93108  -0.068
H 11.16510 9.81873 18.30810  0.309
H 8.55313 12.77925 18.78852  0.324
H 8.41469 11.29918 18.17567  -0.212
C 8.20320 14.28362 21.05150  -0.869
O 7.45840 13.79872 19.94765  -0.298
C 6.17506 14.42584 19.87200  -1.090
C 5.45870 13.68865 18.73908  0.798
C 4.15020 14.37415 18.34785  -1.791
N 5.25389 12.28378 18.96991  0.650
H 9.24059 13.95835 20.97163  0.164
H 7.80613 13.96678 22.01745  0.322
H 8.31174 15.37247 21.04623  0.361
H 5.66645 14.25144 20.82532  0.370
H 6.22730 15.50025 19.68648  0.544
H 6.15669 13.80571 17.89970  0.303
H 3.46808 14.58194 19.17530  0.334
H 3.61271 13.89986 17.52842  0.208
H 4.42190 15.38789 18.03899  0.530
H 6.16545 11.84651 19.08742  -0.621
H 4.98584 11.90405 18.06064  0.088
C 6.13756 7.78966 12.05780  -0.706
O 7.38848 7.79340 12.75335  -0.432
C 7.23913 8.39106 14.01917  -0.724
C 8.56130 8.38689 14.82878  2.527
C 9.58510 9.28130 14.11776  -1.938
N 9.03481 7.03184 14.95383  -0.471
H 6.30280 7.76714 10.98264  0.306
H 5.63757 8.75005 12.22377  0.236
H 5.44917 7.02920 12.42815  0.268
H 6.89245 9.42609 13.90334  0.425
H 6.45596 7.92910 14.63093  0.320
H 8.44740 8.89034 15.79108  -1.154
H 9.47587 9.23989 13.03097  0.324
H 10.63515 9.10238 14.34039  0.383
H 9.28100 10.30975 14.32962  0.418
H 8.80436 6.60510 14.06041  0.353
H 8.35370 6.59225 15.57657  -0.215
C 5.66378 11.92562 15.45879  -1.140
O 4.76050 11.37317 16.35937  -0.293
C 4.30304 10.04733 15.99807  0.496
C 3.21801 10.06945 14.93706  0.436
C 2.28038 11.29166 15.02487  -1.656
N 2.46779 8.82842 15.05090  -0.454
H 5.51340 11.61415 14.42093  0.520
H 6.68876 11.59283 15.66482  0.218
H 5.64908 13.01239 15.53970  0.253
H 5.19403 9.48101 15.72349  -0.546
H 3.97333 9.69371 16.97644  -0.138
H 3.65892 10.08554 13.93798  0.085
H 1.44778 11.20515 14.32583  0.479
H 2.78889 12.21964 14.75345  0.349
H 1.87112 11.48259 16.01880  0.285
H 1.89691 8.65393 14.23336  0.302
H 1.79055 8.96505 15.79424  0.285
N 5.17281 11.69274 21.90653  0.249
C 4.02363 12.01543 22.46199  0.439
N 3.24647 12.76879 21.65826  -0.295
O 3.65542 11.59878 23.57771  -0.788
H 5.80070 11.05567 22.38014  -0.298
H 5.34343 11.98175 20.95202  0.311
H 2.44374 13.18128 22.10035  0.229
H 3.62910 12.96704 20.74827  0.214
N 3.42848 8.14404 20.96094  -0.259
C 4.60490 8.12534 21.62225  0.312
N 4.57885 8.80348 22.79570  -0.422
O 5.61042 7.55723 21.18972  -0.377
H 3.34076 7.50594 20.18894  -0.008
H 2.68842 8.67981 21.37798  0.164
H 3.86604 9.50313 22.94296  0.162
H 5.52574 9.01363 23.09214  0.448
N 6.27250 3.68959 17.65182  -0.286
C 7.17630 4.51240 17.15386  0.301
N 8.43199 4.21443 17.46942  0.039
O 6.86157 5.49845 16.50244  -0.579
H 5.28028 3.94642 17.65225  0.325
H 6.59552 2.87949 18.15121  0.208
H 9.11934 4.86766 17.12327  0.092
H 8.75506 3.37176 17.90888  0.226
N 9.19150 9.05488 23.91004  -0.520
C 8.31638 9.57846 23.02490  0.568
N 8.90702 9.80732 21.84164  0.111
O 7.14642 9.85805 23.29163  -0.847
H 10.18583 9.11630 23.78209  0.187
H 8.85537 9.17659 24.85498  0.293
H 9.83484 9.48779 21.62494  0.231
H 8.32955 10.05695 21.04563  -0.529
C 13.11422 6.06322 16.53608  -1.354
C 11.90491 6.71250 17.25640  0.280
O 10.76474 5.98145 16.83814  -0.595
H 13.25358 5.03144 16.85553  0.293
H 14.03817 6.63693 16.62528  0.418
H 12.88950 5.98860 15.47007  0.306
H 11.70927 7.77557 17.11255  0.024
H 12.14039 6.58966 18.31632  0.193
H 10.39427 6.43623 16.05814  0.444
C 7.98333 7.97402 18.67059  1.153
C 6.81047 8.91094 18.67635  0.272
O 6.92592 9.88991 19.71820  1.670
H 8.20186 7.69342 19.70213  -0.412
H 8.93364 8.28441 18.22862  -0.175
H 7.80391 7.04119 18.13017  -0.228
H 5.85024 8.45762 18.93214  -0.346
H 6.59433 9.37459 17.70860  -0.488
H 6.31422 9.64427 20.42089  -0.644

=====

C32H94N8O11 | ωB97M-V/def2-TZVPD

Results
- LUMO energy: 0.21 eV
- Energy relative to the best compared isomer or geometry (same formula, charge and spin): 35.0 kcal/mol
- Total charge: 0

Each line ends with the Mulliken charge.
CARTESIAN COORDINATES (ANGSTROEM)
C -7.30854 -6.98895 -2.85611  -0.832
O -7.50740 -5.73840 -2.21218  -0.333
C -6.48583 -4.79747 -2.50327  -0.790
C -6.84006 -3.42011 -1.96049  0.401
C -5.70539 -2.50962 -2.32984  -1.486
N -7.11503 -3.34620 -0.51361  -0.740
H -8.16569 -7.65335 -2.74668  0.300
H -6.39927 -7.51271 -2.56118  0.314
H -7.33446 -6.94511 -3.94492  0.326
H -5.57847 -5.21046 -2.06257  0.353
H -6.29755 -4.85159 -3.57552  0.458
H -7.66231 -3.02521 -2.55719  0.267
H -4.76040 -3.00383 -2.10436  0.308
H -5.72607 -1.58698 -1.74983  0.415
H -5.75505 -2.22715 -3.38143  0.405
H -6.24705 -3.64505 -0.09241  0.270
H -7.77595 -4.09662 -0.37165  0.341
C 2.88112 0.04448 9.57697  -0.705
O 3.59593 -0.79318 8.71971  -0.433
C 3.28376 -0.54825 7.32832  -0.591
C 3.49886 0.89823 6.72588  0.536
C 3.24875 0.83824 5.19268  -1.287
N 4.85601 1.37173 6.97860  -0.656
H 1.83452 0.29774 9.40789  0.267
H 3.35243 1.02644 9.53541  0.289
H 3.05967 -0.33678 10.58238  0.286
H 3.97821 -1.20869 6.80902  0.354
H 2.26763 -0.91108 7.17363  0.356
H 2.79103 1.65192 7.07087  0.096
H 3.54025 1.79224 4.75336  0.472
H 2.24767 0.52075 4.90087  -0.076
H 3.85111 0.05990 4.72423  0.388
H 5.55535 0.85429 6.46549  0.300
H 5.08207 0.97502 7.87950  0.278
C 4.53072 -0.25617 -6.28928  -0.840
O 3.89790 0.84059 -5.60751  -0.360
C 2.51549 0.82613 -5.46986  -1.171
C 2.05452 1.40944 -4.09617  2.058
C 0.61915 1.02127 -3.71283  -0.960
N 1.97262 2.85937 -4.08514  -0.787
H 4.27738 -0.16812 -7.34576  0.349
H 4.32711 -1.26453 -5.92891  0.349
H 5.61177 -0.17622 -6.17505  0.264
H 2.07791 1.29509 -6.35117  0.396
H 2.19148 -0.21424 -5.49724  0.439
H 2.73063 1.01216 -3.33910  -0.610
H -0.08354 1.64200 -4.26873  0.386
H 0.46879 1.00335 -2.63340  -0.340
H 0.33576 0.02404 -4.04946  0.295
H 1.83855 3.05012 -3.10242  0.151
H 2.86327 3.22876 -4.38577  0.364
C -2.66995 -1.44971 -5.08099  -0.042
O -3.05104 -0.69238 -6.20319  -0.446
C -2.54669 0.64342 -6.21119  -0.565
C -3.24519 1.59977 -5.19646  1.639
C -4.78533 1.61344 -5.16543  -1.446
N -2.83740 2.98948 -5.52933  -0.661
H -3.40679 -1.59495 -4.29101  0.036
H -1.73089 -1.18665 -4.59410  -0.180
H -2.39951 -2.47853 -5.31868  0.448
H -1.46544 0.62738 -6.07431  0.152
H -2.53406 1.08858 -7.20606  0.465
H -2.80054 1.28335 -4.25292  -0.747
H -5.09929 0.73570 -4.60053  0.163
H -5.23327 1.63141 -6.15897  0.332
H -5.18359 2.49525 -4.66353  0.490
H -2.95979 3.07609 -6.52813  0.278
H -3.53625 3.63863 -5.19721  0.276
C 4.79999 0.42510 1.32781  -0.814
O 3.66892 -0.03700 0.61451  -0.253
C 3.79619 -0.09539 -0.80953  0.993
C 4.73426 -1.28356 -1.20533  0.027
C 4.60879 -1.74245 -2.63523  -1.674
N 4.44768 -2.51710 -0.43467  -0.567
H 4.52287 0.30947 2.37563  0.034
H 5.16117 1.45263 1.28478  0.314
H 5.62664 -0.26188 1.14668  0.372
H 2.80102 -0.30038 -1.20413  -1.186
H 4.22593 0.83996 -1.16804  0.689
H 5.78751 -1.03815 -1.06922  0.446
H 5.00893 -0.98673 -3.31115  0.431
H 3.59979 -2.07775 -2.87526  0.283
H 5.32121 -2.51941 -2.91251  0.405
H 4.58338 -2.39131 0.55824  0.164
H 5.24486 -3.11900 -0.58403  0.299
C -2.20054 -0.64845 -1.16914  -0.577
O -1.47157 -0.77699 0.03872  -0.519
C -0.14843 -1.26415 -0.09867  -0.692
C 0.45765 -1.22708 1.34103  1.275
C 0.67336 0.14656 1.92321  -0.595
N 1.69644 -1.90738 1.34804  -0.593
H -3.27299 -0.52180 -1.02107  0.326
H -2.04467 -1.60381 -1.67022  0.453
H -1.81662 0.18196 -1.76170  0.007
H -0.36293 -2.25904 -0.48890  0.575
H 0.48845 -0.77353 -0.83472  0.186
H -0.16105 -1.72901 2.08493  -0.002
H -0.21826 0.76908 1.99791  0.305
H 1.36919 0.78322 1.37678  -0.230
H 1.16900 0.08219 2.89186  -0.025
H 1.72102 -2.63544 0.64845  0.455
H 2.36643 -1.25956 0.95876  -0.225
C 2.81912 3.65113 -0.73227  -0.884
O 1.51299 3.28740 -1.15790  -0.157
C 0.57631 3.58572 -0.20610  -1.175
C -0.83155 3.45801 -0.73636  2.286
C -1.10501 4.36816 -1.95436  -1.632
N -1.83159 3.82792 0.32310  -0.842
H 3.16033 3.06571 0.12152  0.195
H 2.80741 4.68983 -0.40201  0.359
H 3.53307 3.50949 -1.54363  0.317
H 0.76327 2.94883 0.65850  0.298
H 0.64541 4.60374 0.17726  0.436
H -1.04560 2.42536 -1.01192  -1.033
H -1.28233 5.42522 -1.75616  0.383
H -1.95057 4.01175 -2.54267  0.430
H -0.27942 4.24980 -2.65613  0.280
H -2.75179 3.89447 -0.08788  0.270
H -1.64644 4.81948 0.37435  0.358
C 0.32286 3.41699 6.19124  -0.818
O -0.38419 2.21238 6.50755  -0.365
C -1.14289 1.79454 5.36140  -0.187
C -1.88959 0.51403 5.75853  0.345
C -0.96986 -0.70814 6.01801  -0.968
N -2.81520 0.04645 4.76309  -0.748
H 1.11124 3.63675 6.91114  0.276
H -0.42545 4.20931 6.17231  0.378
H 0.77981 3.41851 5.20165  0.267
H -1.86383 2.53987 5.02551  0.555
H -0.47300 1.70373 4.50635  -0.089
H -2.34650 0.83386 6.69504  0.220
H -0.46830 -1.10976 5.13754  0.155
H -1.53295 -1.54432 6.43255  0.363
H -0.19414 -0.50732 6.75695  0.091
H -2.94422 0.88009 4.20766  0.274
H -2.35632 -0.58049 4.11775  0.311
O 1.98033 -3.24483 -1.44713  -0.642
H 2.15100 -3.70229 -2.27044  0.323
H 2.84443 -2.96660 -1.14358  0.294
O -2.41991 1.25861 1.59040  -0.641
H -1.82695 0.76081 1.02752  0.140
H -2.43771 2.13463 1.20502  0.427
O 1.49817 -3.53868 3.67989  -0.708
H 1.56537 -3.05861 2.85452  0.496
H 1.95594 -4.36317 3.51593  0.251